(1)
The following is a quantum chemistry calculation of a molecular structure, C44H52As2NO8PS4SbSe2V at a distorted geometry, from the OMol25 dataset.

XYZ file:
```
116
Properties=species:S:1:pos:R:3:forces:R:3
V -0.6408 0.2638 0.8573 -0.75 0.35 1.64
S 3.9396 -2.0902 4.1639 0.46 0.01 0.28
Sb 2.0319 -2.3542 3.0310 -0.58 0.10 0.04
S 1.2212 0.1165 2.7632 -0.27 -0.17 0.17
S 0.2965 -0.0161 4.6568 0.42 -1.02 -0.23
S 0.2461 -2.1647 4.9084 0.19 1.02 -0.31
Se -2.7041 0.3100 -0.5893 0.17 0.18 -0.47
P -1.6971 -0.1375 -2.5540 -0.09 0.78 0.22
Se 1.3337 0.1148 -0.6813 0.52 0.07 -0.24
C -1.3628 1.5258 -3.3304 1.33 0.10 -0.12
C -0.0738 1.6204 -3.9212 -2.08 0.37 1.19
C 0.3640 2.8155 -4.4550 0.34 -1.01 -0.08
C -0.4674 3.9367 -4.5128 1.55 0.71 -0.85
C -1.7140 3.8587 -3.9348 -0.48 0.77 -0.12
C -2.1037 2.6966 -3.3109 -0.68 -0.97 -0.07
C -3.1107 -0.7298 -3.5318 0.51 0.47 -0.78
C -3.0133 -2.1019 -3.6698 -0.38 0.38 0.49
C -3.8609 -2.7616 -4.5055 -0.54 0.80 -0.38
C -4.7948 -2.0588 -5.2594 0.57 -0.56 0.28
C -4.8864 -0.6798 -5.1790 -0.20 -0.34 0.29
C -4.0167 -0.0264 -4.3257 0.08 0.82 0.31
H 0.5468 0.7641 -3.7937 0.64 -0.38 -0.31
H 1.3847 2.6708 -4.7924 0.07 1.18 -0.41
H -0.0695 4.8579 -5.0139 -0.63 -0.84 0.60
H -2.4433 4.6839 -3.9627 0.63 -0.24 0.01
H -3.0732 2.6579 -2.8677 -0.58 0.07 0.48
H -2.2978 -2.6387 -3.0921 0.46 -0.46 0.29
H -3.7786 -3.8079 -4.5597 -0.01 -1.25 -0.26
H -5.3507 -2.6864 -5.9084 -0.97 -0.01 -0.70
H -5.6651 -0.1168 -5.6814 0.18 -0.08 -0.28
H -4.0540 1.0660 -4.3191 0.09 -0.30 0.25
C 4.8039 -0.2283 1.0753 0.32 -0.23 -0.84
O 4.0010 -1.3970 0.8018 -0.25 -0.14 -1.01
C 4.0351 -1.9927 -0.4398 0.12 0.34 1.27
O 4.8243 -1.7303 -1.3098 -0.43 -0.02 0.15
C 2.8884 -2.9788 -0.5045 0.36 -0.52 0.42
C 2.8885 -4.2031 0.0772 -0.21 0.65 -0.83
As 1.3111 -5.4321 0.2295 0.65 -0.85 0.39
C 2.1825 -6.8251 -0.9493 0.63 -0.03 2.25
C 0.1509 -4.5638 -0.9303 -1.10 1.00 -1.42
C -0.1737 -3.1525 -0.4881 0.96 -1.27 -0.34
As 1.2513 -2.1270 -1.1841 -1.12 -0.37 -0.85
C 1.2780 -2.2470 -3.2053 0.15 -1.53 1.39
C -0.9376 -2.8299 0.5961 0.12 0.71 0.53
O -0.9386 -1.6784 1.2246 -0.10 -0.73 -0.66
O -1.7408 -3.8349 1.0979 0.36 1.69 0.16
C -2.3690 -3.4689 2.3357 -0.22 -0.98 1.15
C -0.5117 -5.0210 -2.0869 -0.49 0.01 -0.38
O -1.3120 -4.3683 -2.7822 0.44 -0.72 0.13
O -0.2443 -6.3702 -2.4932 0.24 0.62 0.92
C -1.0657 -6.9593 -3.4431 -0.58 -0.71 -1.39
C 4.0246 -4.7321 0.9058 -2.76 -0.72 0.69
O 3.7767 -5.5782 1.7464 0.71 0.17 -0.23
O 5.1713 -4.1769 0.7221 1.80 0.90 -0.70
C 6.1138 -4.3664 1.7666 0.90 -0.37 -0.11
H 5.3940 0.0031 0.1480 -0.16 -0.26 1.13
H 5.3653 -0.4873 1.9859 0.10 0.28 -0.53
H 4.1531 0.6285 1.2870 -0.13 -0.37 -0.03
H 3.2148 -6.9307 -0.5236 -0.73 0.17 -0.75
H 2.0995 -6.4476 -1.9321 0.30 0.09 -1.09
H 1.7017 -7.7959 -0.8222 -0.21 0.21 -0.16
H 0.3390 -2.7317 -3.5326 0.36 0.56 0.24
H 2.1115 -2.9193 -3.4273 -0.07 0.03 -0.01
H 1.5065 -1.2832 -3.5990 -0.22 0.70 -0.25
H -1.6305 -3.1132 3.0974 -0.59 -0.20 -0.73
H -2.8181 -4.4267 2.7076 0.38 0.76 -0.32
H -3.1909 -2.7340 2.2553 0.54 -0.21 -0.39
H -0.7157 -7.9987 -3.6280 0.36 0.72 0.04
H -1.1513 -6.4214 -4.4105 0.50 -0.07 0.46
H -2.1091 -7.1357 -3.1845 -0.26 0.46 0.79
H 7.0318 -3.8586 1.4931 -0.01 0.18 -0.38
H 6.3562 -5.4218 1.9157 -0.32 0.09 0.08
H 5.7334 -3.8961 2.6466 -0.35 0.06 0.81
C -1.1929 3.4418 6.2560 -1.17 -0.02 -0.76
C -1.7461 2.6925 5.0379 1.24 1.19 0.27
C -2.5303 1.5709 5.2388 -0.11 0.71 1.09
C -2.8341 0.8459 4.1273 -0.96 -1.68 -1.09
C -3.6077 -0.4338 4.2542 -0.62 1.00 0.48
C -2.4044 1.1845 2.8593 -0.02 0.07 -0.05
C -1.4678 2.1978 2.6793 0.34 -0.24 -0.50
C -1.2108 3.0101 3.7774 -0.28 0.32 0.95
N -0.7854 2.2051 1.4889 0.82 1.31 -0.86
C -0.0933 3.4989 1.1048 -0.57 -0.04 -0.26
C 1.1991 3.8378 1.8847 1.10 -2.02 -0.09
C 1.8293 5.1031 1.3515 0.10 0.10 -0.29
C 0.8150 6.2436 1.4302 -0.13 -0.78 -0.90
C -0.4369 5.9819 0.5754 0.63 0.22 1.08
C 0.0217 5.8210 -0.8225 -0.15 -1.38 -1.88
C 0.9823 4.5849 -0.9347 0.54 1.24 0.13
C 2.2548 4.9311 -0.1031 -0.40 -1.99 -0.43
C 0.2881 3.3787 -0.3725 0.88 -1.35 0.73
C -1.0588 4.7103 1.1220 -1.66 -0.94 1.08
H -0.2945 2.9188 6.5405 0.41 0.07 0.40
H -1.9207 3.4599 7.0664 0.05 -0.35 0.20
H -1.0092 4.4892 6.0426 0.41 0.12 -0.23
H -2.9092 1.3145 6.2632 0.48 0.10 -1.12
H -4.5706 -0.1623 4.6873 -0.13 -0.42 0.49
H -3.0335 -1.1032 4.8827 -0.15 -0.41 0.09
H -3.8451 -0.8656 3.3045 0.23 -0.39 -0.58
H -2.8521 0.7553 1.9657 0.11 -0.44 0.21
H -0.5939 3.8845 3.5924 -0.13 -0.33 0.78
H 1.9292 2.9454 1.7949 -1.05 1.22 -0.01
H 1.0751 3.9598 2.9581 -0.23 -0.08 -0.02
H 2.7017 5.3450 1.9647 0.01 0.09 0.05
H 1.3336 7.0973 1.1059 0.52 1.59 -0.61
H 0.5002 6.4277 2.4081 -0.36 0.16 1.94
H -1.1474 6.8191 0.6757 0.18 -0.18 -0.01
H 0.5448 6.6800 -1.2226 0.16 0.51 0.10
H -0.8495 5.6661 -1.4852 0.24 -0.10 0.09
H 1.2572 4.4431 -1.9968 -0.18 -0.08 0.44
H 2.7133 5.7857 -0.5301 0.43 1.27 -0.22
H 3.0203 4.1203 -0.2289 -0.67 0.38 0.32
H 0.8869 2.4560 -0.3777 0.32 0.55 -0.50
H -0.5632 3.1438 -0.9641 -1.06 -0.19 -0.42
H -1.9680 4.3658 0.5582 0.66 0.48 0.29
H -1.4125 4.8922 2.1723 0.19 0.05 -0.95
```
Forces are in eV/Å.

* largest force on an atom: 0.0571 hartree/bohr
* frontier orbital gap (spin up / spin down): 5.883 / 5.887 eV
* LUMO level (spin up / spin down): 3.87 / 3.87 eV
* multiplicity: 3
* energy relative to the best compared isomer or geometry (same formula, charge and spin): 0.00 kcal/mol
* energy: -401570.6504 eV
* net charge: -2

Atom charges from the Mulliken analysis, given in e for atoms 1 to 99: 2.394, -0.708, 0.519, -0.262, -0.109, -0.490, -0.663, 0.491, -0.171, 0.448, -0.538, -0.520, -0.430, -0.761, -0.141, 0.142, -0.065, -0.884, -0.444, -0.755, -0.258, 0.230, 0.394, 0.247, 0.347, 0.551, 0.214, 0.561, 0.363, 0.362, 0.244, -0.685, 0.377, -0.480, -0.635, -0.061, 0.656, 0.310, -1.164, -1.039, 0.535, 1.804, -1.256, -0.396, -0.155, -0.305, -0.410, 0.360, -0.616, -0.298, -0.828, -0.108, -0.535, -0.231, -0.652, 0.366, 0.231, -0.051, 0.251, 0.381, 0.363, 0.073, 0.526, 0.414, 0.051, 0.283, 0.149, 0.236, 0.269, 0.301, 0.228, 0.301, 0.210, -1.973, 0.286, -1.082, 1.097, -1.759, -0.310, 1.289, -0.060, 0.847, 0.010, -0.412, 0.602, -1.820, 0.499, -1.568, 0.950, -1.621, -0.963, -0.745, 0.303, 0.430, 0.374, 0.166, 0.476, 0.268, 0.143


(2)
The following is a quantum chemistry calculation of a molecular structure, CH4NO2Si at a distorted geometry, from the OMol25 dataset.

XYZ file:
```
9
Properties=species:S:1:pos:R:3:forces:R:3
C -0.7763 0.0465 -0.3611 -4.25 0.13 -1.78
N -0.5961 0.9600 0.5464 -2.20 0.79 -1.34
O -1.3707 1.8837 0.8924 0.78 0.01 0.68
O 0.6224 0.7934 0.9817 1.00 1.13 1.80
Si 0.8937 -0.7546 -0.1567 -1.27 -1.15 -1.66
H -2.4363 0.3132 -1.0564 3.91 -0.88 1.49
H 0.8296 -2.0087 -1.2291 0.28 0.93 0.98
H 0.9983 -1.3884 1.1432 0.55 -0.88 0.36
H 1.8356 0.1549 -0.7603 1.18 -0.07 -0.52
```
Forces are in eV/Å.

* largest force on an atom: 0.0896 hartree/bohr
* frontier orbital gap: 8.228 eV
* LUMO level: 4.21 eV
* energy relative to the best compared isomer or geometry (same formula, charge and spin): 177.51 kcal/mol
* energy: -14558.8292 eV
* net charge: -1

For each atom in turn, the Mulliken charge in e is: -0.492, 0.770, -0.738, -0.479, 0.340, 0.183, -0.264, -0.162, -0.157


(3)
The following is a quantum chemistry calculation of 2 unconnected molecules or ions with the total composition C4H10O2P at a distorted geometry, from the OMol25 dataset.

XYZ file:
```
17
Properties=species:S:1:pos:R:3:forces:R:3
C -0.3950 -0.4571 -1.8080 0.49 1.19 0.50
C 1.9326 1.0688 0.2908 0.06 0.02 -0.04
C -1.2068 -2.0356 0.6400 -0.40 -0.73 -0.10
C 0.4982 1.4754 0.5859 -0.33 -0.19 -0.70
O -2.8645 1.1665 -0.0065 4.50 -1.65 -0.56
O -0.4704 -0.8628 0.8512 0.21 0.58 -0.11
P -0.6853 0.3082 -0.2905 -4.19 1.33 0.94
H -0.7501 0.1904 -2.6071 -0.23 -0.14 -0.13
H 0.6827 -0.6406 -1.9171 -0.04 -0.20 -0.04
H 2.1165 1.0943 -0.7853 0.07 -0.02 0.03
H 2.6499 1.7323 0.7787 0.04 0.00 0.02
H 2.1028 0.0512 0.6396 0.13 -0.06 0.01
H -1.2146 -2.2794 -0.4304 -0.01 -0.12 0.26
H -2.2404 -1.8958 0.9704 0.01 -0.01 0.03
H -0.7353 -2.8386 1.2171 -0.06 0.07 -0.06
H 0.2890 2.4807 0.2158 -0.06 -0.02 0.04
H 0.2907 1.4419 1.6553 -0.21 -0.05 -0.08
```
Forces are in eV/Å.

* largest force on an atom: 0.0939 hartree/bohr
* frontier orbital gap (spin up / spin down): 7.341 / 7.339 eV
* LUMO level (spin up / spin down): 3.80 / 3.80 eV
* energy relative to the best compared isomer or geometry (same formula, charge and spin): 114.23 kcal/mol
* energy: -17690.4146 eV
* net charge: -1

For each atom in turn, the Mulliken charge in e is: -1.030, -1.175, -0.797, -0.421, -0.872, -0.286, 0.638, 0.223, 0.248, 0.320, 0.371, 0.288, 0.412, 0.243, 0.211, 0.360, 0.267


(4)
The following is a quantum chemistry calculation of 3 unconnected molecules or ions with the total composition C3H9INO2 at a distorted geometry, from the OMol25 dataset.

XYZ file:
```
16
Properties=species:S:1:pos:R:3:forces:R:3
C -1.4999 -1.7319 0.3110 -0.05 -0.23 0.08
C -0.4374 -1.0954 -0.5250 -0.25 0.33 0.02
C 0.9549 2.4706 -1.6163 -0.18 -0.80 0.45
N -0.2343 0.1503 -0.5949 0.49 0.84 -0.41
O -2.2142 -0.7281 0.9828 -0.02 0.11 0.04
O 1.2262 2.9112 -0.4738 -0.12 0.18 -0.30
I 2.5885 0.1748 1.5861 -0.39 -0.05 -0.82
H -2.1452 -2.3234 -0.3573 0.13 0.04 0.08
H -1.0128 -2.4292 1.0099 -0.05 0.03 -0.12
H 0.1771 -1.7587 -1.1230 0.09 -0.14 -0.06
H 1.5768 1.7514 -2.1469 0.12 0.10 0.19
H -0.8594 0.6963 0.0000 -0.23 -0.40 0.14
H 0.0523 2.8581 -2.0861 0.08 0.07 0.15
H 3.1103 -0.1354 3.0337 0.35 0.05 0.74
H -2.9266 -1.1187 1.4991 0.05 0.01 -0.04
H 2.0155 2.5375 -0.0164 -0.04 -0.13 -0.15
```
Forces are in eV/Å.

* largest force on an atom: 0.0205 hartree/bohr
* frontier orbital gap: 7.659 eV
* LUMO level: -5.81 eV
* energy relative to the best compared isomer or geometry (same formula, charge and spin): 43.93 kcal/mol
* energy: -16933.3123 eV
* net charge: +1

For each atom in turn, the Mulliken charge in e is: -0.227, -0.265, 0.083, -0.370, -0.530, -0.179, -0.056, 0.301, 0.283, 0.356, 0.289, 0.244, 0.314, 0.141, 0.304, 0.309